{"formula": "C24H26N4O3S2", "method": "ωB97M-V/def2-TZVPD", "symbols": ["C", "C", "H", "H", "C", "N", "C", "N", "C", "N", "C", "C", "C", "C", "C", "H", "H", "H", "H", "H", "H", "C", "O", "C", "C", "C", "C", "O", "N", "C", "S", "S", "C", "C", "C", "C", "C", "O", "H", "H", "H", "H", "H", "H", "C", "H", "C", "C", "H", "H", "H", "H", "H", "H", "H", "H", "H", "H", "H"], "positions_angstrom": [[2.93486, 4.28207, 1.43119], [1.49976, 3.84405, 1.16322], [0.87068, 4.72853, 1.04434], [1.14014, 3.28536, 2.02846], [1.34535, 2.98247, -0.09974], [1.89277, 1.65590, 0.04176], [1.17059, 0.56741, 0.39628], [1.88260, -0.58044, 0.36626], [1.31503, -1.73429, 0.57282], [-0.02176, -1.85819, 0.85805], [-0.60732, -3.07544, 1.02086], [0.11693, -4.21583, 0.92938], [1.50173, -4.13632, 0.66139], [2.10352, -2.92696, 0.48431], [3.55704, -2.77079, 0.18479], [4.02613, -2.14978, 0.94522], [3.68301, -2.26291, -0.76911], [4.05170, -3.73719, 0.14961], [2.08055, -5.04514, 0.59203], [-0.35999, -5.17252, 1.06045], [-1.66821, -3.03828, 1.22218], [-0.84717, -0.70043, 0.97754], [-2.00658, -0.86122, 1.32043], [-0.19367, 0.55413, 0.72921], [-1.06487, 1.70175, 0.89356], [-2.30671, 1.71001, 0.36754], [-2.80250, 0.76881, -0.63777], [-2.14638, 0.04318, -1.34849], [-4.18282, 0.87057, -0.73421], [-4.78984, 1.85299, -0.02367], [-6.39316, 2.15182, 0.01095], [-3.59476, 2.80493, 0.84356], [-4.91268, -0.16205, -1.45138], [-4.79756, -1.44805, -0.70037], [-5.20706, -1.78896, 0.55589], [-4.73405, -3.10341, 0.77797], [-4.07115, -3.45627, -0.35645], [-4.10347, -2.46103, -1.25492], [-3.55912, -4.35477, -0.64033], [-4.86760, -3.69432, 1.66078], [-5.77071, -1.18042, 1.23277], [-4.45681, -0.28322, -2.43733], [-5.95074, 0.16770, -1.54104], [-0.78492, 2.49127, 1.57645], [3.23568, 1.44499, -0.46940], [3.72468, 0.69109, 0.14894], [3.22948, 0.97367, -1.92658], [4.64703, 0.76934, -2.44331], [5.16916, 0.02984, -1.84054], [5.20856, 1.70043, -2.40365], [4.63049, 0.42400, -3.47381], [2.67216, 0.03839, -1.98630], [2.71381, 1.71117, -2.54567], [3.78421, 2.38343, -0.39006], [0.28452, 2.90270, -0.35621], [1.85500, 3.47619, -0.93179], [3.56377, 3.42698, 1.66477], [2.96204, 4.96147, 2.27994], [3.34867, 4.80159, 0.56925]], "forces_ev_per_angstrom": [[-0.23, -0.04, 0.07], [0.16, -0.03, -0.28], [-0.09, 0.01, 0.04], [-0.13, -0.01, 0.00], [-0.39, 0.34, 0.32], [0.06, -0.08, 0.06], [-0.38, -0.29, 0.11], [0.34, 0.02, -0.06], [-0.22, 0.05, 0.00], [0.53, -0.02, -0.16], [-0.29, -0.76, 0.12], [-0.24, 0.23, 0.04], [0.11, 0.42, -0.04], [-0.06, -0.47, 0.06], [-0.08, 0.03, 0.03], [0.12, 0.06, 0.01], [0.11, 0.06, -0.08], [0.03, -0.07, 0.00], [0.12, -0.06, -0.02], [-0.12, -0.04, 0.02], [0.03, 0.05, -0.01], [-0.07, 0.48, 0.37], [0.09, -0.29, -0.04], [0.23, -0.25, 0.01], [-0.99, 0.01, -0.36], [0.80, 0.65, 0.64], [0.45, -0.17, -0.45], [-0.31, 0.03, 0.03], [-0.12, -0.09, -0.10], [-0.05, 0.33, 0.11], [-0.15, 0.19, 0.18], [-0.21, -0.11, -0.09], [0.09, -0.40, -0.27], [-0.53, 0.28, 0.67], [0.05, 0.23, -0.65], [0.31, -0.25, -0.36], [-0.19, -0.40, 0.73], [0.16, 0.13, -0.47], [0.07, -0.08, -0.14], [0.01, -0.19, 0.15], [-0.12, 0.22, 0.11], [-0.12, 0.05, 0.08], [0.24, -0.05, -0.02], [0.00, 0.12, 0.06], [0.27, -0.25, -0.33], [0.11, 0.19, -0.07], [0.19, 0.07, 0.17], [-0.26, 0.04, 0.01], [0.12, -0.09, 0.05], [0.13, 0.08, -0.02], [0.09, -0.03, -0.09], [-0.07, 0.04, -0.01], [-0.08, 0.01, -0.01], [-0.01, 0.01, 0.06], [0.24, 0.10, -0.14], [-0.07, -0.05, -0.03], [0.13, -0.06, 0.01], [0.09, 0.05, 0.07], [0.10, 0.05, -0.08]], "relative_energy_kj_mol": 99.02, "max_force_ev_per_a": 1.22, "gap_ev": 7.31, "molar_mass_g_mol": 482.63, "homo_energy_ev": -7.665, "charge": 0, "smiles": "CCCN(CCC)c1nc2c(C)cccn2c(=O)c1/C=C1/SC(=S)N(Cc2ccco2)C1=O"}


{"formula": "C24H26N4O5S", "method": "ωB97M-V/def2-TZVPD", "symbols": ["C", "C", "O", "C", "C", "C", "C", "C", "C", "H", "H", "N", "C", "O", "C", "C", "C", "O", "N", "C", "N", "N", "C", "C", "C", "C", "C", "C", "C", "C", "H", "O", "C", "H", "H", "H", "O", "C", "H", "H", "H", "H", "H", "H", "H", "S", "H", "H", "C", "H", "H", "H", "H", "H", "H", "H", "H", "H", "H", "H"], "positions_angstrom": [[-5.84780, -1.08879, -1.16718], [-4.34098, -0.90900, -1.26520], [-3.73662, -1.95714, -0.52633], [-2.38560, -1.97719, -0.40906], [-1.84493, -3.00895, 0.36202], [-0.48549, -3.12313, 0.54771], [0.38858, -2.20325, -0.03359], [-0.15124, -1.16845, -0.79119], [-1.51730, -1.05933, -0.98643], [-1.89214, -0.24578, -1.58463], [0.48197, -0.42785, -1.25369], [1.78084, -2.31019, 0.13878], [2.47203, -3.42452, 0.51619], [2.00485, -4.49174, 0.83565], [3.95589, -3.10413, 0.45660], [4.04553, -1.59390, 0.27315], [5.08640, -1.19378, -0.75748], [5.75777, -1.96002, -1.39716], [5.17867, 0.16408, -0.99245], [4.47825, 1.14602, -0.34465], [4.40043, 1.27708, 0.93158], [3.56867, 2.22403, 1.32778], [2.98038, 2.85712, 0.38032], [1.88311, 3.83092, 0.58761], [0.61482, 3.01901, 0.75935], [0.47234, 2.20195, 1.86464], [-0.66790, 1.43050, 2.02774], [-1.68216, 1.46455, 1.08632], [-1.53127, 2.28208, -0.05650], [-0.38502, 3.04233, -0.20832], [-0.25870, 3.67005, -1.07670], [-2.56537, 2.24063, -0.94533], [-2.48974, 3.03963, -2.09948], [-2.42565, 4.10375, -1.85031], [-1.63695, 2.76176, -2.72849], [-3.41345, 2.85449, -2.64569], [-2.84622, 0.76927, 1.16266], [-3.04079, -0.09427, 2.25715], [-3.07070, 0.45853, 3.20178], [-2.26420, -0.86390, 2.30293], [-4.00373, -0.57160, 2.08501], [-0.75473, 0.80460, 2.90035], [1.25860, 2.16158, 2.60253], [2.08507, 4.40214, 1.49504], [1.80134, 4.50633, -0.26314], [3.45822, 2.30261, -1.22061], [5.74816, 0.42739, -1.78799], [4.27800, -1.09123, 1.21414], [2.63499, -1.19706, -0.21023], [2.63132, -1.04269, -1.29847], [2.26552, -0.28919, 0.27679], [4.39291, -3.62324, -0.40072], [4.45789, -3.46477, 1.35227], [-0.09123, -3.93451, 1.13493], [-2.51940, -3.72047, 0.81174], [-4.02253, -0.96351, -2.31612], [-4.04322, 0.06205, -0.85114], [-6.34999, -0.31188, -1.73652], [-6.13458, -2.06130, -1.55877], [-6.16295, -1.02772, -0.12920]], "forces_ev_per_angstrom": [[0.46, -0.08, 0.02], [-0.26, 0.30, -0.17], [-0.09, -0.14, 0.17], [0.37, -0.10, 0.02], [-0.19, 0.23, -0.17], [0.01, -0.09, 0.09], [-0.31, -0.01, -0.07], [0.23, -0.17, 0.08], [-0.38, -0.07, -0.03], [-0.08, 0.12, -0.03], [0.11, 0.08, -0.03], [0.07, 0.31, 0.00], [0.49, -0.08, 0.12], [-0.11, -0.27, 0.05], [0.08, -0.01, -0.05], [0.02, -0.39, 0.06], [-0.31, 0.04, 0.31], [0.17, -0.22, -0.14], [0.64, 0.02, -0.59], [-0.79, 1.01, -0.40], [1.20, -1.11, -0.27], [-0.83, 0.95, 0.90], [0.38, -0.01, -1.08], [-0.24, -0.04, 0.12], [-0.10, 0.03, 0.15], [0.03, 0.20, -0.13], [-0.25, -0.09, -0.05], [-0.12, 0.07, -0.13], [-0.17, -0.19, 0.09], [-0.16, -0.01, -0.04], [-0.04, 0.07, -0.12], [0.07, -0.18, 0.35], [0.02, 0.13, -0.18], [0.01, -0.04, -0.01], [-0.02, 0.02, 0.03], [0.08, 0.05, 0.00], [0.15, 0.36, -0.29], [0.00, -0.18, 0.24], [0.02, -0.01, -0.04], [-0.01, 0.03, -0.01], [0.06, -0.01, 0.04], [-0.07, -0.09, 0.08], [0.07, -0.03, 0.09], [0.05, 0.05, -0.10], [-0.01, 0.07, 0.07], [0.22, -0.38, 1.01], [-0.04, -0.14, 0.15], [-0.10, -0.06, -0.12], [-0.03, 0.25, -0.07], [-0.04, 0.09, 0.08], [0.04, -0.01, -0.12], [-0.05, -0.02, 0.07], [-0.05, -0.03, -0.02], [0.02, -0.03, 0.02], [-0.08, -0.10, 0.06], [0.04, 0.02, 0.11], [0.04, -0.13, -0.10], [-0.08, 0.08, -0.05], [-0.08, -0.07, -0.05], [-0.08, 0.03, 0.10]], "relative_energy_kj_mol": 188.31, "max_force_ev_per_a": 1.66, "gap_ev": 7.96, "molar_mass_g_mol": 482.56, "homo_energy_ev": -7.822, "charge": 0, "smiles": "CCOc1ccc(N2C[C@H](C(=O)Nc3nnc(Cc4ccc(OC)c(OC)c4)s3)CC2=O)cc1"}


{"formula": "C24H26N4SiTi", "method": "ωB97M-V/def2-TZVPD", "symbols": ["C", "C", "C", "H", "C", "C", "H", "H", "H", "H", "Ti", "C", "H", "H", "H", "Si", "C", "C", "H", "C", "H", "C", "H", "C", "H", "C", "H", "C", "C", "H", "C", "H", "C", "H", "C", "H", "C", "H", "H", "H", "N", "C", "C", "N", "C", "C", "N", "C", "C", "N", "H", "H", "H", "H", "H", "H"], "positions_angstrom": [[0.27507, -0.04385, 1.44215], [0.90790, -1.31889, 1.34780], [2.30255, -1.11592, 1.17965], [0.42836, -2.27385, 1.43434], [2.54969, 0.31319, 1.14395], [1.27385, 0.97298, 1.30290], [1.13504, 2.05519, 1.44623], [-0.75320, 0.12870, 1.75203], [3.07048, -1.87750, 1.08883], [3.53779, 0.80600, 1.09973], [1.32973, -0.31531, -0.55688], [-1.85691, -3.28888, -3.00962], [-1.81727, -3.95776, -2.13845], [-1.86064, -3.91652, -3.93671], [-2.69885, -2.65863, -2.96257], [1.50865, -2.90043, -1.51280], [0.96513, -4.77040, -2.51086], [1.00320, -5.91536, -1.70516], [1.16718, -5.78653, -0.64308], [0.90400, -7.22896, -2.23318], [1.00720, -8.07635, -1.57240], [0.73620, -7.42207, -3.59345], [0.68235, -8.40943, -4.00085], [0.68388, -6.31530, -4.45410], [0.58022, -6.45086, -5.53909], [0.82887, -5.00268, -3.91656], [0.87254, -4.15846, -4.62771], [3.23775, -3.14340, -1.89915], [3.85336, -4.27766, -2.45541], [3.31162, -5.01061, -3.07607], [5.22084, -4.44631, -2.17848], [5.71735, -5.36039, -2.52103], [5.93300, -3.47357, -1.46264], [6.98204, -3.61889, -1.23069], [5.30936, -2.28769, -1.09022], [5.82150, -1.51474, -0.54849], [4.00019, -2.08091, -1.42523], [3.56096, -1.08848, -1.32219], [1.46455, -1.39078, -2.11079], [-1.04041, -2.70657, -3.04815], [-1.88879, 1.85089, -1.91095], [-2.80332, 0.99230, -1.31890], [-2.07614, -0.02318, -0.77197], [-0.70729, 0.17827, -1.04603], [-0.63734, 1.33895, -1.73617], [0.60428, 1.89113, -2.19667], [1.80524, 1.39636, -1.84319], [2.75930, 2.14140, -2.56127], [2.13495, 3.03499, -3.36139], [0.75991, 2.88995, -3.11825], [-2.11947, 2.72488, -2.38761], [-3.86762, 1.17896, -1.27750], [-2.43522, -0.89030, -0.22410], [3.80946, 1.93463, -2.51134], [2.50172, 3.73969, -4.07161], [0.02312, 3.39123, -3.59722]], "forces_ev_per_angstrom": [[1.07, -0.06, 1.28], [-0.04, 0.72, 1.39], [0.51, 1.10, 0.99], [-0.12, -0.06, 0.00], [-0.30, -0.34, 0.88], [0.49, -0.37, 0.70], [-0.01, -0.73, -0.36], [0.20, -0.04, -0.58], [-0.29, 0.13, 0.00], [-0.81, -0.38, -0.15], [-0.05, -2.12, -2.42], [-1.82, -3.29, -0.50], [0.00, 0.26, -0.30], [-0.21, 0.54, 0.83], [-1.29, 0.59, -0.02], [-2.09, -1.79, -1.07], [-0.28, 0.68, -0.48], [-0.07, -0.15, -0.35], [-0.07, -0.16, 0.16], [0.18, 1.16, 0.17], [-0.09, -0.05, 0.10], [0.02, 0.90, -0.18], [-0.08, -0.45, -0.13], [0.33, 1.09, 0.76], [0.05, 0.09, 0.56], [-0.05, -0.26, 0.10], [-0.15, -0.47, 0.47], [0.67, 0.29, -1.30], [0.90, 0.08, 0.77], [0.26, 0.41, 0.80], [-0.02, 0.03, -0.33], [-0.05, 0.46, 0.08], [-0.21, -0.51, -0.09], [-0.11, -0.09, 0.02], [0.60, 0.25, -0.19], [0.52, 0.20, -0.04], [0.35, -0.65, 0.17], [-0.06, 0.02, 0.36], [-0.25, 0.17, -1.01], [3.13, 2.05, -0.02], [0.10, 0.15, -0.17], [0.58, 0.00, 0.20], [1.12, 0.07, -0.43], [-1.25, 1.61, -1.00], [-1.69, -1.24, 0.79], [1.79, 0.64, -0.96], [-0.85, 1.21, -0.79], [-0.96, -0.87, 0.41], [-1.41, -0.23, 0.51], [0.73, -0.43, 0.30], [0.07, -0.59, 0.36], [0.24, 0.07, -0.18], [0.24, 0.28, -0.19], [0.14, -0.08, 0.19], [0.15, 0.26, -0.19], [0.24, -0.10, 0.09]], "relative_energy_kj_mol": 0.00, "max_force_ev_per_a": 3.79, "gap_ev": [6.19, 6.20], "molar_mass_g_mol": 446.45, "homo_energy_ev": [-9.772, -9.658], "charge": 1, "spin_multiplicity": 2, "s2": 0.88}


{"formula": "C24H26N6O3RuS2", "method": "ωB97M-V/def2-TZVPD", "symbols": ["Ru", "N", "C", "S", "N", "N", "C", "C", "C", "C", "C", "C", "C", "C", "C", "C", "C", "C", "N", "H", "H", "H", "H", "H", "H", "H", "H", "H", "H", "H", "C", "C", "C", "O", "C", "O", "O", "H", "H", "H", "H", "H", "H", "H", "N", "C", "S", "N", "C", "C", "C", "C", "C", "C", "H", "H", "H", "H", "H", "H", "H", "H"], "positions_angstrom": [[-0.71439, 0.87147, 0.70919], [-4.94837, 1.37340, -0.00291], [-3.67506, 1.00655, 0.17763], [-2.63075, 2.15213, 0.97432], [-3.34937, -0.20368, -0.23293], [-2.04580, -0.50327, 0.00030], [-1.59885, -1.66318, -0.35840], [-2.40046, -2.68935, -1.06715], [-2.47610, -3.99117, -0.57845], [-3.20649, -4.95508, -1.25839], [-3.85979, -4.62617, -2.43655], [-3.79749, -3.32701, -2.92356], [-3.07889, -2.36048, -2.23925], [-0.15308, -1.86742, -0.07871], [0.54802, -3.03422, -0.34246], [1.90890, -3.07764, -0.08045], [2.54753, -1.95952, 0.43351], [1.79527, -0.82525, 0.67263], [0.48577, -0.78675, 0.41011], [-5.26170, 2.28352, 0.28157], [-5.58241, 0.75014, -0.47307], [-2.00055, -4.24603, 0.36124], [-3.27199, -5.95898, -0.86065], [-4.42464, -5.37830, -2.97094], [-4.32161, -3.06239, -3.83240], [-3.04948, -1.34352, -2.61136], [0.03389, -3.89213, -0.74699], [2.46707, -3.98333, -0.27806], [3.60646, -1.96039, 0.64918], [2.22312, 0.08693, 1.06934], [-0.95497, 2.27807, 4.20034], [0.22336, 1.57026, 3.54883], [1.24581, 1.12081, 4.57408], [-0.23263, 0.40744, 2.78428], [0.87267, 2.50937, 2.52895], [1.53986, 3.44710, 2.88713], [0.63618, 2.21553, 1.26809], [-1.43577, 1.62652, 4.93460], [-1.69787, 2.57295, 3.46136], [-0.59575, 3.17056, 4.70964], [0.77537, 0.51421, 5.35109], [1.69121, 2.00015, 5.03385], [2.03719, 0.53660, 4.10272], [-0.78554, -0.13581, 3.35955], [0.13901, -0.52128, -2.88662], [0.58712, 0.58926, -2.28476], [-0.60971, 1.61447, -1.52901], [1.88402, 0.82499, -2.38520], [2.76739, 1.86832, -1.93659], [4.07570, 1.74009, -2.39637], [5.02987, 2.67463, -2.03892], [4.67954, 3.73869, -1.21854], [3.37714, 3.84855, -0.75876], [2.40762, 2.91949, -1.11280], [-0.85808, -0.65193, -2.93507], [0.71797, -1.08450, -3.49140], [2.39230, 0.14257, -2.93314], [4.34978, 0.90910, -3.03921], [6.04435, 2.56858, -2.39845], [5.42041, 4.47472, -0.93751], [3.09647, 4.66250, -0.10389], [1.41123, 3.01912, -0.72459]], "forces_ev_per_angstrom": [[0.10, -0.29, -0.20], [-0.01, 0.10, -0.01], [-0.12, -0.23, -0.20], [0.05, -0.06, 0.33], [0.18, 0.14, 0.08], [-0.20, 0.11, 0.12], [0.43, -0.36, 0.02], [0.01, 0.05, 0.11], [-0.11, 0.00, 0.08], [0.00, 0.03, 0.00], [0.00, 0.01, 0.00], [0.01, 0.01, -0.01], [0.10, -0.05, -0.09], [-0.40, 0.14, -0.19], [0.12, -0.11, 0.03], [-0.09, -0.05, -0.04], [0.02, 0.08, 0.04], [-0.04, -0.11, 0.01], [0.29, 0.05, 0.21], [-0.01, 0.01, -0.03], [0.00, -0.03, 0.05], [0.04, 0.00, -0.02], [0.00, 0.00, -0.01], [-0.01, 0.01, 0.01], [0.01, -0.01, -0.01], [-0.07, 0.02, 0.04], [0.00, 0.00, -0.03], [-0.01, 0.00, 0.00], [-0.01, 0.01, 0.00], [0.01, 0.02, -0.02], [-0.05, -0.09, -0.04], [0.05, 0.26, 0.24], [0.01, -0.14, -0.04], [-0.35, 0.04, 0.16], [0.02, -0.17, -0.52], [0.01, -0.05, 0.12], [0.20, 0.40, 0.11], [0.03, 0.01, 0.02], [0.00, 0.02, 0.01], [0.02, -0.01, 0.01], [0.00, 0.01, -0.01], [0.00, 0.00, 0.01], [0.01, 0.02, 0.00], [-0.12, 0.03, -0.08], [-0.09, 0.06, -0.08], [-0.13, 0.00, -0.04], [0.08, 0.20, -0.23], [0.07, 0.08, 0.07], [-0.04, -0.11, -0.06], [0.02, -0.02, -0.01], [0.00, 0.01, 0.02], [-0.01, -0.01, 0.00], [0.03, 0.03, 0.01], [-0.02, 0.03, 0.02], [0.01, -0.02, 0.01], [0.00, -0.02, 0.03], [0.01, -0.01, 0.00], [0.00, 0.02, 0.00], [-0.01, 0.01, -0.01], [0.00, -0.01, 0.01], [0.00, -0.01, 0.01], [-0.04, 0.00, 0.01]], "relative_energy_kj_mol": 38.82, "max_force_ev_per_a": 0.56, "gap_ev": [7.34, 6.79], "molar_mass_g_mol": 611.72, "homo_energy_ev": [-10.885, -10.861], "charge": 1, "spin_multiplicity": 2, "s2": 0.76}